Below is a molecular structure, C47H73IrN8O5PSSi, with properties calculated with the ωB97M-V functional and the def2-TZVPD basis.

Each line ends with the Mulliken spin population.
Cartesian coordinates (Å):
Ir 1.0631 0.4884 1.1756  0.130
O 0.3057 0.4634 3.0660  0.013
C 0.8740 0.4908 4.2701  0.036
C 0.2053 -0.1064 5.3485  0.003
C 0.7250 -0.0772 6.6224  0.001
C 1.9320 0.5814 6.8821  0.001
C 2.5853 1.1903 5.8410  -0.004
C 2.0723 1.1484 4.5333  0.001
C 2.7560 1.8082 3.4433  0.003
N 2.5302 1.6604 2.1472  0.001
C 3.4000 2.4928 1.4622  -0.002
C 4.1663 3.1502 2.3583  0.002
N 3.7496 2.7091 3.5978  0.000
H -0.7310 -0.6059 5.1436  -0.002
H 0.2008 -0.5750 7.4287  0.000
H 2.3435 0.6109 7.8810  0.000
H 3.5241 1.6949 6.0434  0.000
H 3.4037 2.5592 0.3875  0.000
H 4.9474 3.8787 2.2310  0.000
H 4.1180 3.0181 4.4806  0.000
C 5.7516 -0.7146 1.0652  0.003
C 5.1394 -0.2304 -0.0780  -0.001
C 3.7602 -0.1521 -0.1187  -0.007
N 2.9891 -0.5329 0.9077  -0.003
C 3.5809 -1.0301 2.0067  -0.001
C 4.9540 -1.1345 2.1186  0.001
H 6.8306 -0.7682 1.1353  0.000
H 5.7151 0.0968 -0.9330  0.000
H 3.2415 0.2273 -0.9902  0.006
H 2.9274 -1.3345 2.8117  0.001
H 5.3817 -1.5353 3.0271  0.000
N 0.2272 4.5130 2.1725  0.000
C 0.3428 4.6958 0.8121  -0.002
C 0.3467 3.4512 0.2733  0.003
N 0.2262 2.5191 1.2880  -0.044
C 0.1639 3.1965 2.4193  0.001
H 0.1987 5.2388 2.8693  0.000
H 0.4066 5.6698 0.3596  -0.001
H 0.4100 3.1509 -0.7579  0.000
H 0.0607 2.7745 3.4035  0.005
C -0.6033 -4.9224 -0.3064  0.000
N -0.2546 -3.7716 0.5048  -0.001
C 0.0843 -3.8898 1.9003  -0.002
C 0.5641 -2.4872 2.2322  -0.024
O 1.0558 -2.1800 3.2887  0.001
N 0.3748 -1.6813 1.1088  -0.016
C -0.0785 -2.5021 0.1193  0.024
N -0.3606 -2.0722 -1.0886  0.007
H 0.1688 -5.6860 -0.2124  0.000
H -0.6853 -4.6505 -1.3556  0.000
H -1.5536 -5.3472 0.0185  0.000
H 0.8780 -4.6169 2.0786  0.000
H -0.7806 -4.1598 2.5111  0.001
H -0.0783 -1.1144 -1.3212  -0.005
H -0.6155 -2.6999 -1.8298  0.001
C -3.2904 2.7444 1.2624  0.031
C -3.5965 1.6654 2.3113  0.218
C -2.7155 1.8567 3.5594  -0.019
C -5.0708 1.7047 2.7240  0.049
P -3.0816 0.0259 1.6237  -0.104
C -3.4806 -1.2184 2.8511  0.278
C -2.4069 -1.8034 3.5240  -0.163
C -2.6351 -2.7816 4.4817  0.015
C -3.9342 -3.1745 4.7691  0.001
C -5.0057 -2.5928 4.0991  0.007
C -4.7885 -1.6205 3.1364  0.051
C -3.8171 -0.4427 -0.0157  0.185
C -2.9642 0.2550 -1.0969  0.025
C -5.2823 -0.0289 -0.1705  0.054
C -3.6787 -1.9649 -0.1389  -0.002
H -3.4226 3.7279 1.7186  0.000
H -3.9689 2.6835 0.4110  0.004
H -2.2669 2.6714 0.8936  -0.014
H -2.7777 2.8999 3.8791  0.000
H -1.6746 1.6051 3.3604  0.066
H -3.0613 1.2270 4.3809  0.011
H -5.2574 2.7044 3.1249  0.006
H -5.2935 0.9852 3.5103  -0.003
H -5.7555 1.5494 1.8938  -0.001
H -1.3990 -1.4761 3.2982  0.136
H -1.7983 -3.2319 5.0027  0.000
H -4.1174 -3.9354 5.5165  0.000
H -6.0184 -2.8990 4.3263  0.001
H -5.6339 -1.1850 2.6217  0.000
H -3.2624 1.2950 -1.2334  0.015
H -3.0952 -0.2580 -2.0506  0.008
H -1.8969 0.2488 -0.8704  0.012
H -5.4127 1.0504 -0.1350  0.006
H -5.9376 -0.4906 0.5683  -0.006
H -5.6096 -0.3718 -1.1554  0.002
H -2.6485 -2.2867 0.0124  0.006
H -3.9846 -2.2587 -1.1451  0.002
H -4.3108 -2.4907 0.5765  0.003
C -0.3763 -0.0964 -6.0630  0.000
C -1.3455 -0.1360 -4.8856  0.003
C -2.4905 0.8349 -5.1085  -0.001
C -1.8591 -1.5564 -4.6794  0.000
O -0.6844 0.2848 -3.6594  0.000
Si 0.8792 0.1273 -3.2548  0.007
S 0.8661 0.7341 -1.1881  -0.023
O 1.2719 -1.4418 -3.4145  0.010
C 2.4614 -2.2554 -3.5508  -0.001
C 2.0992 -3.3783 -4.5080  0.000
C 2.8014 -2.8171 -2.1762  0.001
C 3.6227 -1.4412 -4.1032  0.000
O 1.9357 1.0767 -4.0155  -0.007
C 2.1084 2.4997 -4.1986  0.002
C 2.7106 2.6802 -5.5822  -0.001
C 3.0770 2.9920 -3.1300  0.000
C 0.7702 3.2229 -4.1045  0.002
H -0.9064 -0.3123 -6.9908  0.000
H 0.4179 -0.8370 -5.9367  0.000
H 0.0834 0.8894 -6.1483  0.000
H -3.0716 0.5318 -5.9808  0.000
H -2.1109 1.8436 -5.2772  0.000
H -3.1513 0.8531 -4.2402  0.000
H -2.2490 -1.9553 -5.6170  0.000
H -2.6606 -1.5778 -3.9367  0.000
H -1.0421 -2.1969 -4.3411  0.000
H 1.1887 -3.8821 -4.1767  0.000
H 2.9063 -4.1110 -4.5524  0.000
H 1.9318 -2.9876 -5.5131  0.000
H 2.0291 -3.5170 -1.8468  0.000
H 2.8738 -2.0132 -1.4452  0.000
H 3.7535 -3.3493 -2.2129  0.000
H 3.3304 -0.9388 -5.0253  0.000
H 4.4644 -2.1019 -4.3158  0.000
H 3.9420 -0.6788 -3.3890  0.000
H 3.6566 2.1424 -5.6586  -0.001
H 2.8912 3.7386 -5.7771  0.001
H 2.0326 2.2976 -6.3466  0.000
H 4.0591 2.5378 -3.2782  -0.001
H 2.7116 2.7201 -2.1374  0.000
H 3.1844 4.0766 -3.1868  0.000
H 0.1202 2.9340 -4.9323  0.000
H 0.9245 4.3017 -4.1499  0.000
H 0.2531 2.9732 -3.1743  0.000

As for the charge: +2. The value obtained for the HOMO energy (alpha / beta) is -12.074 / -12.059 eV. The energy above the lowest of the compared OMol25 structures with the same formula, charge and spin is 301.62 kJ/mol. The value obtained for the energy is -102916.8244 eV. Its max |F| is 2.783 eV Å⁻¹. The value obtained for the gap between HOMO and LUMO (alpha / beta) is 7.627 / 4.789 eV. For the LUMO energy (alpha / beta), the calculation gives -4.447 / -7.269 eV. As for the multiplicity: 2.